Density functional theory data (wB97M-V/def2-TZVPD) for a cluster of 5 separate species, C36H70N8O8PS in total in a non-equilibrium geometry.

The geometry in XYZ format:
```
124
Properties=species:S:1:pos:R:3:forces:R:3
C 2.508 -3.003 5.547 0.008 0.026 -0.265
C 3.066 -2.567 4.195 0.189 0.062 -0.041
C 2.702 -1.122 3.863 0.123 -0.563 0.106
N 3.040 -0.831 2.475 0.015 0.265 -0.097
C 2.480 0.333 1.857 0.114 -0.536 -0.158
O 2.285 1.367 2.796 0.009 0.215 0.148
C 3.366 0.759 0.697 0.075 -0.098 -0.466
C 4.821 1.238 0.876 0.066 0.334 0.517
C 5.215 2.111 2.061 -0.084 0.270 -0.016
C 5.178 1.558 3.342 0.041 0.056 0.164
C 5.528 2.281 4.466 0.092 0.143 -0.068
C 5.961 3.594 4.331 -0.131 -0.178 -0.100
C 6.048 4.142 3.066 -0.028 -0.097 0.150
C 5.691 3.425 1.920 -0.045 -0.039 0.021
C 5.913 4.144 0.609 0.402 -0.056 0.132
N 2.401 1.645 -0.149 0.578 -0.431 -0.180
P 2.753 3.409 -0.308 -0.832 0.773 -0.388
S 1.665 4.390 -1.531 0.159 -0.232 -0.001
C 0.931 1.224 0.172 -0.216 -0.666 0.319
N 0.312 0.814 -1.041 0.201 0.997 -0.176
C -0.067 1.540 -1.955 -0.795 -0.343 -0.542
O -0.535 2.025 -2.895 0.512 -0.029 0.423
O 0.381 2.327 0.803 0.047 0.095 -0.147
C -1.036 2.269 1.168 -0.438 -0.033 0.386
C -1.799 3.555 0.923 0.023 0.181 -0.245
C -1.831 4.010 -0.534 -0.292 0.241 0.225
C -1.436 4.700 1.887 -0.155 0.150 0.108
C 0.063 4.939 2.070 -0.017 -0.074 -0.011
C -2.143 4.543 3.244 0.172 0.283 -0.236
C 1.138 -0.002 1.115 -0.063 0.094 0.845
O 0.119 -0.159 2.064 -0.229 -0.027 -0.253
C 1.160 -1.330 0.346 -0.090 -0.369 -0.117
N -0.187 -1.816 0.097 0.386 0.403 -0.050
C -0.492 -3.036 0.820 0.160 -0.051 0.219
H 3.109 -2.607 6.363 -0.052 0.016 0.115
H 2.489 -4.088 5.621 0.085 -0.031 0.104
H 1.484 -2.650 5.663 -0.057 -0.010 0.082
H 2.724 -3.222 3.392 -0.167 0.024 -0.003
H 4.157 -2.653 4.209 0.031 -0.089 -0.052
H 1.630 -1.003 3.999 -0.043 0.190 -0.036
H 3.234 -0.475 4.567 -0.222 0.241 0.043
H 4.026 -0.936 2.295 0.063 -0.019 0.069
H 1.544 1.934 2.550 0.039 0.120 -0.160
H 3.457 -0.139 0.085 -0.079 -0.002 -0.118
H 5.389 0.308 0.941 0.043 -0.037 0.023
H 5.184 1.712 -0.034 -0.123 -0.215 -0.190
H 4.865 0.536 3.484 -0.037 -0.049 -0.076
H 5.483 1.829 5.447 -0.026 -0.085 0.001
H 6.242 4.162 5.206 0.041 0.087 -0.015
H 6.430 5.148 2.951 0.001 0.062 -0.035
H 5.094 4.817 0.349 -0.066 -0.002 -0.088
H 6.142 3.479 -0.222 -0.161 0.003 -0.084
H 6.792 4.778 0.714 -0.003 0.061 -0.006
H 2.560 1.320 -1.106 -0.212 0.019 -0.072
H 4.047 3.255 -0.775 0.204 -0.155 0.328
H 2.743 3.799 1.033 0.297 -0.212 0.140
H -1.525 1.429 0.678 0.195 -0.042 -0.230
H -1.088 2.066 2.240 0.081 0.025 0.041
H -2.832 3.277 1.158 0.014 -0.150 0.110
H -0.941 4.568 -0.813 0.117 -0.215 -0.109
H -2.674 4.695 -0.648 0.010 0.058 -0.029
H -2.029 3.188 -1.219 0.155 -0.040 -0.062
H -1.840 5.611 1.438 0.016 -0.010 -0.129
H 0.608 4.827 1.135 0.002 0.070 -0.079
H 0.485 4.254 2.811 0.048 -0.072 -0.013
H 0.233 5.951 2.435 0.033 0.015 0.093
H -1.568 5.038 4.025 0.001 -0.086 0.140
H -3.114 5.034 3.217 -0.152 -0.169 0.023
H -2.292 3.497 3.510 0.057 -0.049 0.135
H 0.022 0.622 2.613 0.211 0.009 0.194
H 1.717 -1.243 -0.589 0.049 0.086 -0.042
H 1.716 -2.040 0.956 0.089 0.027 0.083
H -0.344 -1.935 -0.892 -0.259 -0.100 0.036
H 0.083 -3.888 0.433 -0.064 -0.175 0.095
H -0.229 -2.919 1.871 0.046 0.119 0.029
H -1.554 -3.265 0.788 -0.011 0.051 -0.141
C -4.940 -1.473 -3.163 0.013 -0.239 0.345
O -5.604 -2.360 -3.675 -0.102 -0.018 -0.124
N -3.662 -1.219 -3.483 0.037 0.102 -0.153
C -2.891 -0.194 -2.819 0.259 -0.040 0.099
C -3.030 -2.030 -4.507 -0.098 0.036 0.004
H -5.319 -0.837 -2.351 -0.035 0.112 -0.072
H -2.526 0.532 -3.550 0.002 0.011 0.021
H -2.037 -0.657 -2.311 -0.021 0.060 -0.006
H -3.499 0.337 -2.087 0.006 -0.163 -0.160
H -3.560 -1.935 -5.456 0.008 -0.004 -0.008
H -3.041 -3.081 -4.218 0.047 0.004 -0.035
H -2.001 -1.704 -4.630 0.017 -0.002 0.019
C -1.748 -4.415 -1.641 -0.395 -0.625 0.307
O -1.840 -3.202 -1.742 -0.084 -0.062 -0.297
N -2.771 -5.281 -1.656 -0.083 0.126 0.014
C -2.558 -6.710 -1.547 -0.083 0.066 0.031
C -4.140 -4.786 -1.789 0.189 0.137 -0.047
H -0.769 -4.918 -1.532 -0.820 -0.059 0.402
H -2.940 -7.223 -2.431 0.011 -0.021 -0.004
H -3.066 -7.108 -0.667 0.019 -0.024 0.001
H -1.493 -6.916 -1.457 -0.078 0.015 0.053
H -4.254 -4.217 -2.710 -0.106 -0.027 0.008
H -4.388 -4.126 -0.957 -0.015 -0.012 0.019
H -4.822 -5.632 -1.797 -0.012 -0.009 -0.008
C -6.066 2.446 -1.883 0.021 -0.101 0.037
O -5.200 1.597 -1.726 -0.063 0.182 0.138
N -6.517 2.841 -3.079 -0.065 0.090 -0.116
C -7.550 3.849 -3.224 0.069 -0.084 -0.059
C -5.948 2.228 -4.271 0.012 -0.022 0.100
H -6.555 2.954 -1.037 0.007 0.009 -0.001
H -8.417 3.435 -3.740 -0.026 0.019 0.010
H -7.176 4.700 -3.794 -0.020 0.023 0.010
H -7.861 4.196 -2.241 -0.003 0.001 0.017
H -6.112 1.151 -4.262 -0.006 -0.007 -0.022
H -4.873 2.408 -4.314 0.004 -0.002 -0.021
H -6.421 2.657 -5.150 -0.012 0.013 -0.009
C 2.837 -5.177 -1.745 0.089 0.043 0.136
O 3.177 -4.039 -1.469 -0.023 -0.022 0.002
N 1.692 -5.484 -2.381 -0.062 -0.069 -0.001
C 1.300 -6.847 -2.681 0.034 0.124 -0.058
C 0.835 -4.380 -2.765 0.516 0.425 -0.366
H 3.444 -6.058 -1.482 0.008 -0.001 -0.013
H 1.189 -6.987 -3.758 -0.006 -0.039 -0.003
H 0.353 -7.090 -2.197 0.107 -0.064 -0.049
H 2.062 -7.532 -2.318 0.010 -0.015 0.012
H 1.366 -3.706 -3.438 0.054 -0.001 -0.044
H 0.542 -3.806 -1.884 0.233 0.137 -0.261
H -0.062 -4.744 -3.261 0.298 -0.037 -0.163
```
Forces are in eV/Å.

Output
HOMO level: -10.4 eV
energy: -86885.8344 eV
charge: +1
orbital gap: 7.98 eV